C41H80BrFN2O9P | ωB97M-V/def2-TZVPD

- HOMO (eV) = -5.14
- gap between HOMO and LUMO (eV) = 7.295
- total energy (hartree) = -5411.90809
- LUMO (eV) = 2.16
- net charge = -1

Geometry (Å):
H  5.255  -6.048  5.564
H  -3.101  -4.950  0.949
C  0.462  7.613  -2.480
H  -4.521  -1.628  2.459
H  -0.628  6.667  -4.685
H  -0.192  9.635  -2.223
C  1.706  1.149  1.355
C  -6.266  0.788  -1.498
C  -0.160  5.904  -4.059
H  0.962  0.859  -0.597
H  -1.907  -2.923  -0.256
C  -2.341  -3.854  2.504
C  -2.151  3.378  -0.725
H  -0.667  -1.897  -2.368
C  -2.899  -3.812  -2.349
H  3.739  7.117  -5.760
H  8.814  -2.888  3.094
H  9.605  -2.130  4.511
H  1.597  1.968  2.037
H  -0.913  1.180  1.529
N  -1.540  -0.568  -3.719
H  -2.605  -3.093  3.209
N  -1.965  -0.430  0.888
C  -3.779  -4.429  -3.455
C  3.020  -0.829  2.146
H  -2.394  4.070  -1.503
H  0.985  3.222  -0.049
C  7.556  -2.673  4.811
H  3.766  5.858  -4.508
H  -4.275  -4.101  1.845
C  -2.483  0.808  2.775
O  -3.372  -6.425  -4.677
H  -4.300  -3.642  -3.954
H  1.725  4.908  -3.876
H  -6.842  -1.848  -1.118
H  3.761  -0.148  2.513
Br  -1.159  -4.886  -2.300
H  -1.510  8.443  -2.444
C  -0.463  -0.380  -4.675
H  -3.455  -2.039  -3.294
C  1.161  5.462  -4.637
H  -5.524  -3.564  -0.327
H  10.307  -4.663  2.787
H  -0.352  2.963  1.043
C  -5.848  -0.205  -0.438
H  3.263  5.456  -6.177
C  3.235  6.225  -5.395
C  -2.740  -2.285  -2.507
H  1.976  -2.467  2.974
C  6.333  -4.687  4.316
H  11.354  -3.781  3.939
H  7.351  -1.603  4.748
H  -1.492  10.121  -5.555
H  5.654  -5.010  3.525
H  -4.088  0.178  3.888
H  2.648  1.286  0.863
C  1.690  -0.149  2.109
H  1.400  7.755  -3.022
H  -1.021  1.743  -1.387
H  4.904  -4.319  5.865
C  -1.445  -1.873  -3.097
H  -1.182  -2.608  -3.848
C  10.560  -4.533  3.846
C  -3.247  2.358  -0.496
C  -4.530  2.531  -1.310
H  -5.374  -1.670  -1.942
H  -6.942  0.341  -2.197
H  7.280  -5.214  4.183
H  1.344  -0.007  3.109
H  0.475  -0.569  -4.221
C  -0.924  -3.670  2.117
H  -2.861  1.383  -0.698
C  -4.980  1.320  -2.121
H  -1.497  10.847  -3.932
C  -3.486  0.019  3.029
H  -2.003  3.961  0.164
H  -2.387  -4.755  -5.159
H  -5.152  1.602  -3.139
H  -6.609  -0.222  0.313
H  -0.185  0.598  0.664
H  5.461  -6.058  8.023
H  -4.265  0.535  -2.063
H  0.684  7.641  -1.411
H  5.434  -4.274  8.145
O  -0.516  9.035  -4.157
C  -1.751  0.547  1.723
H  -0.820  5.034  -4.042
C  -5.805  -1.599  -0.971
H  -4.437  -5.092  -2.958
C  -0.505  8.734  -2.773
P  -3.301  -2.696  -0.018
H  -0.518  -4.546  1.660
C  5.696  -5.043  5.635
C  -0.816  2.737  -1.060
H  -5.299  2.829  -0.625
H  -0.341  3.255  -1.870
H  -2.237  1.620  3.405
H  3.266  -1.919  3.972
H  -4.408  3.346  -1.988
H  3.605  -2.837  2.524
C  2.975  -2.101  2.961
C  6.065  -5.147  7.939
F  -2.374  -5.055  3.250
O  6.664  -5.049  6.671
H  -0.563  -1.008  -5.542
H  6.862  -5.184  8.678
H  -6.753  1.607  -1.016
O  6.487  -3.291  4.118
H  -2.380  -0.583  -4.277
C  0.605  1.238  0.328
H  7.557  -2.952  5.868
H  -0.355  -3.451  2.994
C  -2.985  -1.223  1.157
H  -3.519  2.421  0.530
H  -4.916  0.138  -0.044
H  1.010  -0.811  1.621
O  -0.077  6.324  -2.708
C  -3.108  -5.240  -4.494
H  -5.669  -2.444  0.944
H  0.977  4.804  -5.499
H  -0.452  0.646  -4.990
H  -2.541  9.439  -4.295
C  0.113  2.629  0.136
C  -1.567  9.905  -4.491
C  8.908  -2.918  4.186
C  -3.721  -0.974  2.223
O  -3.179  -1.586  -1.405
C  -5.213  -2.599  -0.015
H  3.289  -1.083  1.142
O  9.427  -4.170  4.594
O  -3.537  -4.034  -1.238
C  -3.313  -4.008  1.395
H  -0.808  -2.829  1.480
O  1.913  6.581  -5.079
H  10.925  -5.480  4.237